Below is 12 unconnected molecules or ions with the total composition H24O12, with properties calculated with wB97M-V/def2-TZVPD.

Orbital gap (alpha / beta): 0.41475 / 0.11640 hartree
2S+1: 2
Charge: +1
Energy above the lowest of the compared OMol25 structures with the same formula, charge and spin: 129.18 kJ/mol
<S²>: 0.757

```
36
Properties=species:S:1:pos:R:3:mulliken_spin:R:1
O -0.716 3.080 0.525 0.005
H -0.672 2.739 -0.368 0.000
H -1.397 2.558 0.949 -0.001
O 2.243 -1.514 -1.659 0.092
H 2.085 -0.571 -1.624 -0.007
H 3.147 -1.595 -1.963 -0.004
O 0.650 1.319 -1.899 0.005
H 1.482 1.793 -1.897 0.000
H 0.748 0.664 -2.589 0.000
O 3.010 -1.719 1.559 0.404
H 3.329 -2.198 0.794 -0.012
H 2.697 -0.885 1.206 -0.011
O 2.738 0.778 -0.177 0.006
H 2.409 1.672 -0.267 0.000
H 3.686 0.859 -0.283 -0.001
O -0.172 0.189 0.555 0.053
H 0.622 0.341 0.044 -0.003
H -0.716 -0.365 -0.004 -0.005
O -3.486 -0.859 1.928 0.000
H -3.411 -1.225 2.809 0.000
H -2.842 -0.151 1.906 0.000
O -3.771 -1.105 -0.872 0.001
H -3.540 -1.086 0.057 0.000
H -4.146 -0.241 -1.043 0.000
O 2.056 3.124 -0.130 0.000
H 2.272 4.048 -0.253 0.000
H 1.109 3.116 0.010 0.000
O -1.109 -1.601 -1.628 0.014
H -2.020 -1.517 -1.349 0.001
H -1.160 -1.763 -2.569 -0.001
O -1.681 1.207 2.693 0.000
H -0.981 0.839 2.153 0.000
H -1.238 1.514 3.483 0.000
O -0.498 -4.071 -0.314 0.497
H -0.242 -4.260 0.588 -0.013
H -0.487 -3.115 -0.372 -0.020
```

---

Below is a molecular structure, H24O16PTl2, with properties calculated with wB97M-V/def2-TZVPD.

Orbital gap (alpha / beta): 0.13825 / 0.12839 hartree
2S+1: 2
Charge: +2
<S²>: 1.776

```
43
Properties=species:S:1:pos:R:3:mulliken_spin:R:1
Tl 2.732 2.949 -0.782 0.013
Tl -0.748 -0.006 -3.889 0.027
P 0.503 0.190 -0.535 -0.053
O 0.838 1.208 0.601 0.216
O 1.145 -1.204 -0.207 -0.063
O 1.035 0.928 -1.805 0.702
O -1.018 0.099 -0.783 0.130
O -1.255 2.821 1.885 -0.004
H -0.472 2.329 1.637 0.006
H -0.961 3.402 2.587 0.001
O 2.619 -3.203 0.253 0.423
H 2.364 -3.888 -0.365 -0.012
H 2.072 -2.453 0.019 0.006
O -0.417 3.328 -0.825 -0.001
H -0.452 2.432 -0.489 -0.004
H -0.819 3.859 -0.138 -0.001
O 1.276 1.739 3.028 -0.119
H 1.171 1.484 2.111 -0.018
H 2.220 1.693 3.183 0.002
O -1.561 -0.662 1.825 -0.436
H -1.568 -0.194 0.990 0.011
H -2.073 -0.110 2.415 0.010
O 1.176 -1.185 2.457 -0.445
H 1.880 -0.798 2.977 0.010
H 1.386 -0.949 1.553 0.025
O 0.994 -2.141 -2.662 0.000
H 1.164 -1.810 -1.780 0.002
H 1.262 -3.059 -2.629 0.000
O -2.336 -1.744 -1.968 0.008
H -2.205 -2.594 -1.547 0.000
H -2.066 -1.105 -1.308 0.001
O -0.269 -3.032 0.687 0.624
H -0.711 -3.537 0.005 -0.019
H 0.306 -2.434 0.209 -0.009
O 3.742 0.104 -0.040 0.002
H 2.938 -0.411 -0.106 0.000
H 4.414 -0.531 0.208 0.001
O -2.971 1.515 0.040 -0.038
H -2.237 1.027 -0.334 0.000
H -2.569 2.090 0.692 0.001
O -3.319 1.010 -2.594 0.001
H -3.539 0.999 -1.662 0.000
H -3.671 1.841 -2.913 0.000
```

---

Below is 12 unconnected molecules or ions with the total composition H25O12, with properties calculated with wB97M-V/def2-TZVPD.

Orbital gap: 0.40823 hartree
2S+1: 1
Charge: +1
Energy above the lowest of the compared OMol25 structures with the same formula, charge and spin: 193.56 kJ/mol

```
37
Properties=species:S:1:pos:R:3:nbo_charge:R:1
O 2.876 -1.834 0.038 -0.980
H 3.652 -2.290 -0.294 0.498
H 2.998 -1.656 0.995 0.490
O -1.967 -1.284 2.049 -0.955
H -1.696 -2.104 1.652 0.467
H -1.236 1.983 -1.405 0.539
O -2.564 -0.646 -2.092 -0.951
H 1.011 -3.362 -1.551 0.491
O -2.510 2.218 -1.753 -0.901
H -1.952 -1.318 -1.763 0.474
H -2.782 1.293 -1.598 0.520
O 0.518 0.804 3.974 -0.955
H 0.480 1.772 3.898 0.476
H 1.237 0.607 4.583 0.482
O 3.136 1.030 -0.419 -0.973
H 2.635 0.228 -0.558 0.489
H 4.020 0.632 -0.183 0.493
O -0.278 1.498 -1.125 -0.844
H 0.521 2.036 -1.067 0.531
H 0.806 -2.794 0.460 0.489
O 2.138 2.190 -2.759 -0.952
H 2.491 3.090 -2.732 0.479
H -2.883 -1.330 2.321 0.489
O 0.347 -2.767 -1.987 -0.969
H 2.220 1.820 -1.871 0.469
H -0.447 -3.269 -2.221 0.480
O 0.015 -0.118 0.988 -0.959
H -0.307 -0.986 0.767 0.472
H 0.598 -0.206 1.741 0.514
O -0.045 -3.117 0.754 -0.912
H -3.266 2.624 -1.291 0.527
H -0.675 -2.498 0.359 0.433
O -2.349 2.506 1.402 -0.963
H -0.288 1.098 -0.187 0.558
H -1.866 3.136 1.931 0.477
H -2.192 -0.689 -3.007 0.489
H -2.395 1.703 1.952 0.488
```

---

Below is 13 unconnected molecules or ions with the total composition H25O13, with properties calculated with wB97M-V/def2-TZVPD.

Orbital gap: 0.35203 hartree
2S+1: 1
Charge: -1
Energy above the lowest of the compared OMol25 structures with the same formula, charge and spin: 515.51 kJ/mol

```
38
Properties=species:S:1:pos:R:3:nbo_charge:R:1
O -1.373 0.967 0.992 -1.010
H 0.005 -2.776 1.311 0.503
H 1.628 0.420 0.394 0.479
O 0.751 1.241 -2.985 -0.965
H 0.484 0.537 -3.609 0.475
H -0.046 -3.260 -0.194 0.436
O 1.438 0.060 1.263 -1.162
H 0.488 -0.424 1.758 0.541
O -0.203 3.682 2.969 -0.985
H 0.134 4.035 2.164 0.459
H -0.065 2.712 2.897 0.474
O 2.988 -2.583 -0.057 -0.992
H -1.153 -1.111 1.676 0.487
H 3.040 -1.667 0.069 0.493
O -2.203 -0.111 -3.160 -0.970
H -3.168 -0.371 -3.057 0.483
H -1.647 -0.112 -2.324 0.483
O 0.950 -1.856 -2.569 -0.955
H 1.634 -1.326 -2.935 0.461
H -0.872 0.469 0.432 0.477
O -0.092 -3.684 0.676 -1.042
H 2.422 -3.158 0.340 0.498
H 0.039 -1.126 0.095 0.524
O -0.376 -1.441 1.336 -1.065
H 0.905 -1.735 -1.649 0.484
H 0.580 0.742 -2.182 0.480
O -3.655 0.080 -0.225 -0.944
H -3.323 -0.678 -0.642 0.441
H -2.893 0.476 0.150 0.490
O 0.579 1.386 3.252 -0.989
H 0.540 0.805 3.915 0.486
H 1.381 1.406 2.620 0.548
O -0.182 -0.481 -0.793 -1.073
H -1.133 -0.693 -0.858 0.445
H -0.742 1.277 1.718 0.504
O 0.930 3.153 -0.820 -0.933
H 0.448 2.297 -0.818 0.473
H 1.765 2.846 -1.149 0.461
```

---

no.,largest force on an atom (eV/Å),M (u),total energy (eV)
1,2.3,216.18,-24949.622
2,3.2,719.92,-51805.533
3,1.8,217.19,-24969.025
4,6.0,233.19,-27022.032